DFT (ωB97M-V with the def2-TZVPD basis set) results for a structure of composition C48H41AuNO6P2.

The geometry in XYZ format:
```
99
Properties=species:S:1:pos:R:3:forces:R:3
Au -2.1609 1.9627 1.0874 -0.61 -0.11 -0.29
C -3.5960 0.1423 -1.4212 0.18 0.36 0.14
P -2.7098 -0.0936 0.2380 -0.71 -0.13 -1.10
C -4.1938 -0.6696 1.1682 0.12 0.00 0.26
C -4.1667 -1.7602 2.0384 -0.02 0.04 -0.07
C -5.2775 -2.0833 2.8052 -0.01 0.01 -0.04
C -6.4395 -1.3281 2.7124 0.07 -0.02 0.02
C -6.4775 -0.2423 1.8517 0.02 0.02 -0.01
C -5.3608 0.0899 1.0961 0.02 0.01 -0.01
C -1.7974 -1.6181 -0.2073 0.26 0.06 0.34
C -2.4710 -2.8252 -0.3841 0.07 0.05 0.05
C -1.7618 -4.0033 -0.5728 0.01 0.00 0.04
C -0.3730 -3.9852 -0.6110 -0.07 0.03 -0.01
C 0.3005 -2.7748 -0.5199 0.01 0.02 -0.05
C -0.4087 -1.5972 -0.3244 -0.01 0.09 -0.04
P -2.8370 0.3499 -3.1209 0.11 -0.29 0.20
C -2.8934 -1.3902 -3.7333 0.00 0.05 -0.08
C -3.9923 -1.7037 -4.5379 0.06 -0.03 0.03
C -4.1752 -2.9880 -5.0355 -0.03 0.01 0.02
C -3.2491 -3.9797 -4.7425 0.01 0.05 0.01
C -2.1472 -3.6783 -3.9526 0.05 0.04 -0.04
C -1.9657 -2.3943 -3.4547 -0.07 -0.02 -0.07
C -1.0442 0.6588 -2.9005 0.00 0.13 -0.16
C -0.1077 0.1495 -3.8058 0.03 0.03 0.11
C 1.2216 0.5483 -3.7498 -0.07 -0.01 -0.01
C 1.6352 1.4800 -2.8062 0.01 -0.05 -0.01
C 0.7125 2.0074 -1.9135 -0.02 -0.01 -0.02
C -0.6179 1.6139 -1.9768 0.02 -0.05 -0.09
H -4.1625 1.0629 -1.2780 -0.11 0.01 -0.02
H -4.3266 -0.6575 -1.5602 -0.01 -0.07 0.01
H -3.2633 -2.3438 2.1304 0.06 0.03 0.05
H -5.2235 -2.9178 3.4955 -0.01 0.01 -0.05
H -7.3006 -1.5692 3.3242 0.01 -0.02 -0.03
H -7.3713 0.3654 1.7837 0.02 0.01 -0.01
H -5.3966 0.9735 0.4711 0.00 -0.01 0.02
H -3.5538 -2.8483 -0.3664 0.00 -0.03 0.07
H -2.2979 -4.9396 -0.6840 0.02 0.05 0.00
H 0.1829 -4.9101 -0.7095 -0.01 0.02 -0.05
H 1.3830 -2.7474 -0.5720 -0.04 0.02 0.01
H 0.1192 -0.6502 -0.2583 0.00 -0.06 0.12
H -4.7052 -0.9209 -4.7772 0.01 -0.05 -0.01
H -5.0359 -3.2122 -5.6560 0.04 0.02 0.03
H -3.3810 -4.9820 -5.1336 0.00 0.03 0.02
H -1.4228 -4.4481 -3.7113 -0.02 0.04 -0.02
H -1.0958 -2.1776 -2.8468 -0.05 -0.02 0.01
H -0.4173 -0.5605 -4.5621 0.02 -0.01 0.00
H 1.9359 0.1289 -4.4488 -0.02 0.02 -0.01
H 2.6706 1.8028 -2.7786 -0.03 -0.03 0.05
H 1.0177 2.7300 -1.1650 -0.09 -0.14 -0.17
H -1.3324 2.0639 -1.2975 0.04 0.03 0.00
C 7.4110 -0.2318 2.3700 -0.09 0.05 -0.04
C 6.1589 0.0801 1.5882 0.02 -0.02 -0.01
C 6.2616 0.5968 0.3020 -0.01 0.01 0.04
C 5.1199 0.9280 -0.4152 0.04 0.04 0.05
C 3.8742 0.6832 0.1292 -0.05 -0.02 -0.09
C 3.7493 0.1142 1.3986 -0.04 -0.12 0.02
N 2.4510 -0.1242 1.8772 0.31 -0.13 0.04
C 1.9396 -1.3120 2.3621 0.02 0.07 -0.15
C 2.6998 -2.4899 2.4290 0.08 0.08 0.00
C 2.1714 -3.6442 2.9782 -0.07 0.01 0.05
C 0.8641 -3.6699 3.4529 0.03 0.03 0.00
C 0.0775 -2.5386 3.2966 0.10 -0.03 -0.08
C 0.5785 -1.3689 2.7351 -0.10 -0.02 -0.09
C -0.3927 -0.2623 2.3812 -0.51 0.04 0.09
O -1.6211 -0.5538 2.3868 0.64 -0.29 0.60
O 0.0575 0.8609 2.0263 0.13 -0.03 0.13
C 4.8990 -0.1313 2.1663 -0.02 -0.02 0.01
C 4.8051 -0.5441 3.6121 0.03 0.06 -0.06
H 8.2893 -0.1572 1.7286 -0.01 0.00 0.03
H 7.3754 -1.2393 2.7903 0.02 0.03 0.00
H 7.5415 0.4628 3.2048 0.01 -0.04 -0.01
H 7.2440 0.7610 -0.1270 -0.03 -0.01 0.00
H 5.2071 1.3644 -1.4033 -0.03 -0.01 0.02
H 2.9700 0.9124 -0.4256 0.05 -0.07 0.01
H 1.7183 0.5557 1.6696 -0.09 0.09 0.10
H 3.7047 -2.4912 2.0235 -0.01 0.01 0.08
H 2.7902 -4.5333 3.0408 -0.02 0.03 -0.04
H 0.4550 -4.5654 3.9041 0.02 0.01 -0.02
H -0.9638 -2.5453 3.5895 -0.03 0.03 -0.05
H 5.1064 -1.5837 3.7670 -0.03 0.01 0.01
H 3.7908 -0.4301 3.9860 0.00 -0.01 0.00
H 5.4651 0.0818 4.2183 -0.01 -0.04 -0.01
O -2.8821 6.0393 1.3434 0.09 -0.29 0.01
C -2.2923 4.9639 1.3241 0.07 0.01 -0.13
O -2.7481 3.8514 1.7937 0.16 0.19 0.09
C -0.8972 4.9169 0.7138 0.03 0.04 0.07
C 0.0853 4.0875 1.2418 -0.02 0.01 0.01
C 1.3903 4.0789 0.7320 0.07 0.02 0.17
C 1.6445 4.9150 -0.3234 0.04 0.21 0.08
O 2.8278 5.0926 -1.0048 -0.02 -0.02 -0.03
C 2.5572 6.0637 -2.0122 -0.01 -0.01 -0.01
O 1.2039 6.4826 -1.8843 0.02 -0.02 -0.02
C 0.6709 5.7431 -0.8501 0.03 -0.02 0.00
C -0.6035 5.7801 -0.3505 -0.03 0.05 -0.03
H -0.1604 3.4382 2.0753 0.09 0.04 -0.05
H 2.1635 3.4432 1.1486 -0.06 0.01 -0.02
H 2.7170 5.6218 -2.9981 -0.07 -0.10 -0.04
H 3.2208 6.9207 -1.8822 0.00 0.06 0.10
H -1.3643 6.4463 -0.7366 0.04 -0.02 0.04
```
Positions in Å, forces in eV/Å.

The calculation puts the relative energy (zero: lowest compared OMol25 entry of this formula, charge and spin) at 0.152 eV. Its total charge is -1. The max |F| is 1.32 eV/Å. The calculation puts the HOMO energy at -5.2 eV.

These are the Mulliken partial charges, in e, on atoms 1 to 6: number 1, Au, carries -0.195; number 2, C, carries -1.001; number 3, P, carries 1.063; number 4, C, carries 0.619; number 5, C, carries 0.042; number 6, C, carries -0.929



DFT (ωB97M-V with the def2-TZVPD basis set) results for a structure of composition C13H17ClFeINO2P.

The geometry in XYZ format:
```
37
Properties=species:S:1:pos:R:3:forces:R:3
C -4.1928 2.6711 -5.8518 -0.36 -0.10 -0.31
C -3.9688 1.5410 -4.8666 -2.46 -1.97 -1.01
H -5.0385 2.3707 -6.4900 0.28 0.04 0.25
H -3.3099 2.8314 -6.4936 -0.15 -0.13 0.52
H -4.4611 3.6096 -5.3374 0.32 -0.45 0.06
O -4.5768 0.4991 -4.7629 2.20 2.89 0.13
I -2.3877 1.6767 -3.3521 0.17 -0.11 0.61
Fe -0.3817 0.3047 -0.3141 -0.58 0.42 -1.42
P 0.9987 -1.0469 -1.5745 1.94 -0.23 -1.20
C 1.2641 -2.8383 -1.4967 -0.10 -0.50 0.14
C 0.5191 -0.7751 -3.3082 -0.10 0.18 -0.19
H 2.6288 0.7279 -1.4443 0.10 -0.29 0.02
H 3.3389 -0.7568 -2.1706 -0.12 0.15 0.29
H 3.0730 -0.6575 -0.3964 -0.10 0.11 -0.31
C 2.6772 -0.3682 -1.3814 0.11 0.04 -0.23
H 0.3188 0.2947 -3.4741 0.26 -0.38 -0.02
H 1.3147 -1.1219 -3.9835 -0.28 0.10 0.14
H 2.0054 -3.1482 -2.2583 -0.37 0.24 0.34
H 0.3231 -3.3795 -1.6843 0.33 0.12 0.07
H -0.4092 -1.3290 -3.5109 0.28 0.08 -0.02
H 1.6442 -3.1292 -0.5041 -0.15 0.09 -0.33
C -1.1148 -1.4940 0.0813 -2.81 -3.99 4.00
O -1.2977 -2.3915 0.8006 1.06 3.15 -3.25
Cl -0.3963 2.3304 -1.1686 -0.49 0.34 -0.67
N 0.3839 0.2799 1.3666 1.99 0.11 4.41
C 0.7318 0.2601 2.4897 -1.27 0.03 -1.46
C 0.8655 0.2590 3.9034 0.31 -0.18 1.02
C -0.2994 0.4431 4.6813 -0.29 0.14 0.34
C -0.2337 0.4853 6.0811 0.56 -0.17 -0.71
C 0.9976 0.3052 6.7330 -0.54 0.16 -0.59
C 2.1475 0.1034 5.9695 0.32 -0.09 0.04
C 2.0888 0.0615 4.5794 0.56 -0.02 -0.43
H -1.2621 0.5461 4.1860 0.16 0.09 0.11
H -1.1353 0.6612 6.6501 -0.02 -0.07 -0.03
H 1.0384 0.3261 7.8215 0.07 0.02 -0.30
H 3.1072 -0.0165 6.4876 -0.42 -0.03 -0.41
H 2.9992 -0.1353 3.9933 -0.45 0.21 0.39
```
Positions in Å, forces in eV/Å.

As for the expectation value of S²: 8.80. The calculation puts the relative energy (zero: lowest compared OMol25 entry of this formula, charge and spin) at 0.390 eV. Its total charge is +2. The max |F| is 6.31 eV/Å. Its multiplicity is 6. The calculation puts the HOMO energy (alpha / beta) at -14.8 / -15.0 eV.

These are the Mulliken partial charges, in e, on atoms 1 to 6: number 1, C, carries -0.913; number 2, C, carries 0.564; number 3, H, carries 0.334; number 4, H, carries 0.335; number 5, H, carries 0.340; number 6, O, carries -0.213



DFT (ωB97M-V with the def2-TZVPD basis set) results for a structure of composition C12H33AsF6NiO13S4.

The geometry in XYZ format:
```
70
Properties=species:S:1:pos:R:3:forces:R:3
Ni 1.1653 -1.0896 -1.3740 0.23 -0.01 -0.31
As 6.1230 0.1596 -2.1618 0.16 -0.86 -0.58
F 5.8267 1.9119 -2.3499 -0.01 -1.50 0.27
F 4.4524 -0.1504 -1.6252 0.30 0.50 -0.22
F 6.3878 -1.5985 -1.9742 -0.23 1.09 0.12
F 7.7122 0.2888 -2.8043 0.48 0.47 0.70
F 6.6370 0.4229 -0.4749 -0.46 -0.10 -1.28
F 5.6895 -0.1370 -3.8680 -0.71 0.32 1.10
O 1.0801 -3.0862 -3.3143 -0.15 0.23 0.34
H 1.4194 -3.5620 -4.0973 0.14 0.19 0.12
O -4.0580 0.0118 -1.9291 0.38 -0.75 1.75
S -3.7332 -0.3923 -0.5630 -1.79 -0.12 -0.83
O -2.3792 -0.7382 -0.2140 -0.84 0.43 0.00
O -4.2687 0.7508 0.4261 1.14 0.43 -0.12
C -5.5117 1.4859 0.1757 0.01 -0.99 -0.62
C -6.0725 1.7965 1.5370 -0.31 -0.40 0.49
C -4.8956 -1.7487 0.0361 1.30 0.99 -1.39
H -6.1238 0.7877 -0.3953 -0.56 -0.09 0.32
H -5.4505 2.3005 -0.5459 0.95 0.33 0.45
H -5.3918 2.2147 2.2785 0.40 0.34 -0.57
H -6.3395 0.8439 1.9947 -0.38 -0.03 0.00
H -6.9484 2.4437 1.4930 -0.02 -0.11 -0.14
H -4.3948 -2.2014 0.8918 -0.42 0.18 0.05
H -4.9920 -2.4487 -0.7938 0.12 -0.07 0.12
H -5.8587 -1.2596 0.1825 0.18 -0.19 0.40
O 2.8198 -5.3711 2.0225 -0.66 2.25 1.83
S 2.3857 -4.1009 2.6331 0.45 0.26 -0.17
O 1.8455 -3.0919 1.7251 0.28 -1.24 1.51
O 1.2314 -4.3551 3.8213 1.24 -0.34 -0.74
C 1.5060 -5.3790 4.8417 -0.88 -1.66 -0.15
C 0.2470 -6.2835 5.1111 -0.06 0.93 -0.06
C 3.7672 -3.2267 3.6850 -0.29 -1.93 -1.08
H 1.7964 -4.9376 5.7951 0.02 0.48 -0.27
H 2.2950 -6.0601 4.5229 0.21 0.33 -0.27
H -0.5558 -5.6554 5.4972 -0.14 0.08 -0.22
H 0.3779 -7.0363 5.8885 0.73 0.19 0.15
H -0.1333 -6.8602 4.2679 0.27 0.42 -0.36
H 3.3689 -2.7000 4.5522 -0.23 0.12 -0.53
H 4.4152 -2.6831 2.9974 -0.65 0.49 -0.08
H 4.4344 -4.0251 4.0097 -0.33 -0.28 0.27
O 1.1276 1.7622 0.9969 0.73 2.74 1.27
S 1.5582 2.9739 1.7518 -0.27 -0.78 -0.48
O 1.3021 4.3468 1.2407 0.58 -3.27 1.18
O 0.8781 2.8310 3.3029 1.17 0.60 -2.27
C -0.5164 3.1552 3.3701 -1.05 0.03 0.83
C -0.7954 3.4619 4.8383 1.35 0.15 -0.66
C 3.3724 2.7582 2.2562 -1.45 1.00 0.23
H -1.1155 2.3004 3.0563 0.14 -0.01 -0.34
H -0.8065 4.0598 2.8357 0.44 -0.22 -0.63
H -1.8608 3.5956 5.0260 0.21 -0.25 0.24
H -0.2350 4.3784 5.0227 -0.34 0.25 0.34
H -0.2536 2.7052 5.4057 -0.73 -0.20 0.44
H 3.3921 3.4208 3.1215 0.25 -0.19 0.13
H 4.0507 3.1743 1.5113 -0.47 -0.13 -0.32
H 3.6425 1.7344 2.5151 -0.51 0.08 -0.17
O -1.2649 3.1820 -4.2035 2.47 -1.29 -1.15
S -0.2039 2.3161 -4.7619 -2.40 0.04 0.30
O 0.1338 1.1383 -3.9444 0.03 1.58 -1.65
O -0.7385 1.8785 -6.2891 0.79 0.09 1.39
C -1.6363 0.7682 -6.5329 0.66 -1.67 0.33
C -2.9826 1.1293 -6.9469 -1.94 2.00 -0.71
C 1.3120 3.2875 -5.2556 -0.55 -0.80 0.71
H -1.7937 0.0774 -5.7046 0.94 0.22 0.51
H -1.2479 0.1745 -7.3604 0.82 0.17 0.17
H -3.5402 0.3281 -7.4321 0.32 -0.36 0.22
H -2.9304 1.9111 -7.7046 -0.10 0.20 -0.06
H -3.5979 1.5100 -6.1317 0.02 0.05 0.05
H 1.6299 3.7287 -4.3110 -0.15 0.08 0.01
H 1.1374 4.0619 -6.0025 -0.50 -0.28 0.13
H 2.1059 2.6106 -5.5712 -0.33 -0.21 -0.07
```
Positions in Å, forces in eV/Å.

As for the expectation value of S²: 2.00. The calculation puts the relative energy (zero: lowest compared OMol25 entry of this formula, charge and spin) at 6.855 eV. Its total charge is 0. The max |F| is 3.52 eV/Å. Its multiplicity is 3. The calculation puts the HOMO energy (alpha / beta) at -10.8 / -10.8 eV.

These are the Mulliken partial charges, in e, on atoms 1 to 6: number 1, Ni, carries 1.003; number 2, As, carries 2.013; number 3, F, carries -0.497; number 4, F, carries -0.524; number 5, F, carries -0.507; number 6, F, carries -0.475



Question: Among the records above, which one has the lowest relative energy (zero: lowest compared OMol25 entry of this formula, charge and spin)?
Answer: C48H41AuNO6P2



Question: What is the total charge in the third record?
Answer: 0